Here is a molecular structure, C58H82ClN3O5W from OMol25. Energies are from ωB97M-V with the def2-TZVPD basis set.

Output
orbital gap	6.23	eV
LUMO level	-6.857	eV
E_HOMO	-13.1	eV
total energy	-3326.7112	hartree
max |F|	0.63	eV Å⁻¹
energy relative to the best compared isomer or geometry (same formula, charge and spin)	3.39	kcal per mole

```
! RIJCOSX wB97M-V def2-TZVPD def2/J DEFGRID3
* xyz 2 1
W 0.546 -0.254 -0.547
C 7.900 2.112 -1.088
C 7.212 2.673 0.165
C 7.869 2.084 1.422
C 7.399 4.191 0.183
C 5.741 2.273 0.140
C 5.392 0.922 0.101
C 4.068 0.541 0.074
C 3.677 -0.894 0.171
N 2.688 -1.372 -0.852
C 2.567 -2.819 -0.550
C 1.475 -3.441 -1.355
N 0.225 -2.637 -1.290
C -0.338 -2.545 -2.656
C 0.536 -1.666 -3.515
N 0.918 -0.387 -2.818
C 2.396 -0.137 -2.957
C 3.223 -1.162 -2.223
C 0.276 0.746 -3.603
C -1.177 0.909 -3.318
C -2.187 0.713 -4.237
C -3.496 1.041 -3.885
C -3.681 1.688 -2.670
C -2.680 1.967 -1.728
C -1.434 1.422 -2.043
O -0.334 1.325 -1.222
C -3.030 2.973 -0.619
C -1.866 3.294 0.315
C -4.234 2.525 0.220
C -3.399 4.286 -1.339
C -4.696 0.771 -4.792
C -4.281 0.104 -6.103
C -5.409 2.090 -5.124
C -5.664 -0.166 -4.053
C -0.764 -3.347 -0.430
C -0.613 -3.232 1.071
C -1.342 -4.135 1.821
C -1.420 -4.042 3.206
C -0.713 -3.014 3.814
C 0.051 -2.070 3.120
C 0.076 -2.204 1.731
O 0.835 -1.359 0.950
C 0.809 -1.029 3.964
C 1.403 0.158 3.196
C -0.143 -0.423 5.012
C 1.955 -1.761 4.679
C -2.277 -5.035 3.985
C -1.779 -6.461 3.712
C -3.735 -4.898 3.521
C -2.225 -4.785 5.493
C 3.068 1.508 0.062
O 1.787 1.010 -0.080
C 3.350 2.873 0.118
C 4.708 3.202 0.162
C 2.272 3.955 0.114
C 1.564 3.937 -1.250
C 1.291 3.689 1.265
C 2.857 5.355 0.314
H 8.955 2.387 -1.086
H 7.448 2.515 -1.996
H 7.845 1.023 -1.130
H 8.922 2.366 1.454
H 7.818 0.994 1.437
H 7.389 2.461 2.326
H 8.464 4.421 0.191
H 6.961 4.643 1.074
H 6.968 4.665 -0.701
H 6.160 0.157 0.116
H 3.228 -1.096 1.143
H 4.568 -1.521 0.084
H 2.370 -2.919 0.513
H 3.520 -3.314 -0.757
H 1.294 -4.455 -0.998
H 1.777 -3.540 -2.395
H -1.342 -2.138 -2.595
H -0.401 -3.540 -3.108
H -0.013 -1.423 -4.422
H 1.444 -2.178 -3.827
H 2.591 0.856 -2.549
H 2.655 -0.119 -4.018
H 4.254 -0.807 -2.173
H 3.248 -2.111 -2.755
H 0.471 0.558 -4.659
H 0.799 1.658 -3.316
H -1.955 0.332 -5.223
H -4.680 2.039 -2.442
H -1.571 2.441 0.920
H -2.165 4.097 0.991
H -0.999 3.637 -0.247
H -3.984 1.678 0.859
H -5.092 2.250 -0.394
H -4.544 3.347 0.867
H -2.573 4.630 -1.966
H -3.612 5.059 -0.600
H -4.279 4.175 -1.972
H -3.610 0.738 -6.686
H -5.166 -0.079 -6.714
H -3.796 -0.860 -5.932
H -4.732 2.781 -5.628
H -5.795 2.584 -4.232
H -6.254 1.896 -5.786
H -5.188 -1.128 -3.847
H -6.548 -0.351 -4.665
H -5.996 0.264 -3.107
H -0.742 -4.404 -0.707
H -1.753 -2.989 -0.701
H -1.887 -4.918 1.305
H -0.746 -2.939 4.889
H 0.641 0.717 2.655
H 2.189 -0.134 2.501
H 1.855 0.835 3.922
H -0.981 0.083 4.529
H 0.396 0.316 5.605
H -0.543 -1.161 5.705
H 2.657 -2.182 3.954
H 1.587 -2.577 5.301
H 2.502 -1.067 5.318
H -1.848 -6.723 2.655
H -2.383 -7.178 4.268
H -0.740 -6.577 4.025
H -3.847 -5.114 2.458
H -4.107 -3.887 3.705
H -4.368 -5.597 4.069
H -1.211 -4.885 5.887
H -2.847 -5.521 6.002
H -2.606 -3.796 5.754
H 4.965 4.247 0.203
H 1.070 2.985 -1.437
H 2.284 4.132 -2.049
H 0.809 4.724 -1.289
H 0.776 2.736 1.158
H 0.538 4.477 1.303
H 1.824 3.688 2.218
H 3.530 5.638 -0.498
H 3.389 5.444 1.262
H 2.040 6.076 0.326
Cl -7.013 -1.967 2.753
C -5.519 -1.510 2.041
C -5.370 -1.589 0.658
C -4.162 -1.238 0.091
C -3.120 -0.794 0.906
C -3.281 -0.709 2.289
C -4.482 -1.072 2.860
C -1.842 -0.453 0.320
O -0.947 0.231 0.909
O -1.465 -0.889 -0.824
H -6.199 -1.921 0.050
H -4.030 -1.275 -0.984
H -2.454 -0.375 2.903
H -4.631 -1.025 3.930
*
```